Entry 1:
C32H50BN8Pb | wB97M-V/def2-TZVPD

```
92
Properties=species:S:1:pos:R:3:forces:R:3
Pb 1.28507 -1.48420 -1.27356 -0.493 1.858 0.690
B -0.61858 -0.21252 -0.03317 0.986 -0.564 -0.191
H 0.19746 -0.31272 0.66560 3.014 -0.626 2.728
H -1.38584 0.36403 0.45994 -2.962 1.865 0.991
H -0.22195 0.36171 -0.85609 1.535 2.114 -3.248
H -0.93816 -1.20145 -0.32320 -1.661 -3.938 -1.251
C 0.86707 2.39863 -5.89954 -0.266 0.766 -0.612
C 0.99442 3.64377 -4.97715 -0.282 -2.513 -0.634
C 1.76809 3.29551 -3.67550 -0.401 -0.442 -0.488
C 1.61492 1.89905 -3.23753 -0.515 -0.080 -0.242
N 1.45518 0.81862 -2.88372 0.379 -0.407 0.282
H 0.41471 1.51076 -5.45776 0.234 0.087 0.126
H 1.81972 2.20894 -6.39408 0.215 -0.437 0.374
H 0.23880 2.68461 -6.74310 -0.288 -0.032 0.026
H -0.01184 3.91195 -4.65525 0.122 0.501 -0.330
H 1.46549 4.33647 -5.67454 0.042 0.699 0.974
H 1.25566 3.86863 -2.90281 1.010 0.331 0.461
H 2.85133 3.36176 -3.77698 0.001 0.868 0.273
C 5.46364 -4.32335 1.11660 0.201 0.093 1.294
C 4.85317 -4.36377 2.56021 -1.118 0.424 -1.756
C 3.97081 -3.08695 2.82888 -0.155 -0.583 -0.231
C 2.98680 -2.70863 1.76852 -0.505 0.407 -0.940
N 2.24394 -2.32691 0.95541 1.415 -1.012 1.414
H 6.19011 -5.12964 1.01535 0.080 0.166 -0.076
H 5.94513 -3.35738 0.96439 0.212 -0.085 -0.201
H 4.71325 -4.46948 0.33965 -0.164 0.053 0.175
H 5.56556 -4.46875 3.37848 0.092 0.172 -0.265
H 4.20465 -5.23985 2.55495 -0.069 0.000 0.438
H 4.60764 -2.21497 2.97787 0.000 0.083 -0.046
H 3.38903 -3.23824 3.73814 -0.041 0.120 0.074
C 4.92335 2.35797 2.31814 -0.100 1.239 -0.444
C 3.89595 1.70220 3.22903 0.691 -0.370 -0.187
C 2.48224 1.41691 2.64932 0.516 -0.541 -0.721
C 2.49038 0.91552 1.23538 0.699 -0.117 -0.582
N 2.55299 0.53161 0.13933 -0.231 0.073 1.464
H 4.59903 3.32851 1.94270 -0.499 -0.039 -0.318
H 5.19302 1.73858 1.46273 -0.120 -0.077 0.006
H 5.85263 2.67579 2.79093 0.010 -0.640 0.517
H 3.78985 2.22145 4.18152 -0.200 0.200 -0.174
H 4.37237 0.75771 3.49184 -0.375 -0.344 0.170
H 1.78175 2.25116 2.68735 0.177 0.103 0.064
H 2.07385 0.60144 3.24625 -0.451 0.034 0.013
N -3.49022 -2.26002 2.10207 -0.414 1.113 -0.063
C -2.79932 -3.12937 1.31965 0.129 0.162 -0.711
C -2.72473 -4.32773 1.98085 0.591 0.264 0.214
C -3.34922 -4.10756 3.21886 -0.605 -0.719 1.418
C -3.86106 -2.83979 3.27478 0.448 -0.200 -0.170
H -3.63799 -1.27921 1.91157 -0.002 -0.285 -0.198
H -2.50673 -2.80530 0.33184 0.111 -0.239 0.131
H -2.18664 -5.23016 1.73091 -0.183 0.135 -0.338
H -3.41497 -4.81686 4.03064 -0.100 -0.076 -0.116
H -4.41893 -2.29802 4.02422 0.152 -0.137 -0.054
N 0.19770 2.96689 0.20128 0.190 2.443 -0.742
C 1.36935 3.62375 -0.12335 0.618 0.518 0.212
C 1.09565 4.93726 -0.49934 -0.091 -0.885 -0.869
C -0.31140 5.09780 -0.55465 -0.175 -2.393 0.951
C -0.81015 3.88403 -0.04952 -0.739 0.176 -0.157
H 0.10569 2.04321 0.59932 -0.059 0.252 -0.265
H 2.31883 3.10909 -0.12727 -0.089 0.133 0.170
H 1.76963 5.66938 -0.91905 0.346 -0.223 0.263
H -0.88983 5.87355 -1.03427 0.041 0.114 0.502
H -1.82822 3.59688 0.16838 -0.033 0.057 -0.182
N -2.14967 0.90011 -2.33965 0.127 0.618 0.457
C -3.30967 0.43860 -2.89266 0.764 0.008 -1.067
C -3.42836 1.06575 -4.12220 -1.107 0.294 0.640
C -2.43983 2.06882 -4.20082 1.219 -0.066 0.668
C -1.60502 1.92566 -3.08880 -1.449 -0.288 -0.659
H -1.78566 0.60063 -1.44640 -0.342 0.272 -0.415
H -3.89118 -0.33628 -2.41536 0.081 0.059 -0.155
H -4.26210 0.94901 -4.79871 0.106 -0.080 -0.006
H -2.33451 2.83780 -4.95180 -0.005 -0.179 -0.098
H -0.77878 2.53033 -2.74515 -0.177 -0.222 0.098
N -5.64353 -3.64319 -3.16821 2.213 -0.835 -0.871
C -4.23868 -3.65820 -3.25835 -0.522 -0.090 -2.385
C -3.67159 -2.94820 -2.24428 0.194 -1.882 -1.639
C -4.75147 -2.71364 -1.44879 -1.200 2.748 4.056
C -5.94543 -3.05822 -1.99442 -0.396 -0.148 0.052
H -6.27427 -4.03580 -3.85241 0.206 0.050 0.265
H -3.70681 -4.05683 -4.10958 -0.441 -0.116 -0.193
H -2.60841 -2.76386 -2.19879 -0.211 0.082 0.466
H -4.69361 -2.22555 -0.48712 -0.131 0.059 0.092
H -6.96516 -2.97257 -1.64916 0.235 0.075 0.102
N -1.07417 0.29037 2.90228 0.110 -1.190 0.261
C -0.89717 -0.71086 3.81180 0.663 -0.605 1.091
C -0.61756 -0.14566 5.06857 0.237 0.249 -1.830
C -0.55274 1.24204 4.80762 -0.033 0.799 0.768
C -0.87407 1.47075 3.49631 0.505 1.171 0.043
H -1.09766 0.19006 1.89755 -0.221 -0.334 0.562
H -0.75511 -1.73085 3.48646 -0.622 -0.078 0.016
H -0.35956 -0.57020 6.02753 -0.211 -0.407 -0.298
H -0.25178 1.98422 5.53219 -0.275 0.114 -0.048
H -0.85657 2.34373 2.86070 -0.193 0.303 0.415
```
Forces are in eV/Å.

HOMO level in eV: -9.76
ΔE to the lowest compared entry with this formula, charge and spin in kJ/mol: 262.7
Charge: +1
E_tot in eV: -51828.4126
Kohn-Sham gap in hartree: 0.209
Largest force on an atom in eV/Å: 5.04

Mulliken population analysis, charges in e, atoms 1 to 8:
1 Pb 1.192
2 B 1.566
3 H -0.080
4 H 0.364
5 H -0.672
6 H -0.358
7 C -1.395
8 C -0.453

---

Entry 2:
C32H50MnN9O5P2S | wB97M-V/def2-TZVPD

```
100
Properties=species:S:1:pos:R:3:forces:R:3
Mn -0.17379 -0.06700 0.13391 -0.553 -0.595 0.248
C -0.15316 3.70282 3.18900 0.035 -0.006 0.007
N -1.46750 3.25141 2.76178 -0.005 0.111 -0.123
C -2.49014 3.35055 3.79605 -0.012 0.003 0.068
C -1.53114 2.29426 1.78272 -0.043 -0.063 -0.067
N -0.53162 1.64659 1.31367 0.573 -0.187 0.029
N -2.79925 2.13620 1.23938 -0.142 0.090 0.018
C -3.17385 1.19271 0.29716 0.115 0.217 0.188
N -4.35724 1.48070 -0.31787 -0.108 -0.134 -0.054
N -2.47262 0.14636 0.08739 0.348 -0.171 -0.438
H -0.26861 4.65301 3.70759 -0.018 -0.015 0.011
H 0.48980 3.86907 2.32615 -0.009 -0.009 -0.019
H 0.33477 2.99700 3.86723 0.004 0.040 -0.012
H -2.56321 4.38583 4.12718 -0.004 -0.015 -0.001
H -2.23610 2.72562 4.65817 0.011 0.005 0.013
H -3.46735 3.03723 3.44171 0.002 -0.028 -0.029
H 0.31940 1.79530 1.84794 -0.119 0.024 -0.008
H -3.44140 2.89603 1.40254 0.122 -0.090 -0.026
H -4.74754 2.40285 -0.23105 -0.003 0.017 -0.003
H -4.50649 1.04424 -1.21594 -0.001 0.009 0.014
H -2.90196 -0.43346 -0.62860 -0.049 0.047 0.068
C -0.35996 -3.48946 2.22081 -0.050 0.071 0.032
P -1.12431 -1.95155 1.57741 0.096 0.361 0.031
C -2.15858 -1.34437 2.95729 -0.011 -0.160 0.000
C -2.38546 -2.76302 0.51028 0.030 -0.042 0.012
C -3.53914 -3.35364 1.01890 -0.020 0.004 0.006
C -4.44353 -3.98566 0.18046 0.008 0.007 -0.022
C -4.20198 -4.04447 -1.18518 0.011 0.010 0.019
C -3.05311 -3.47057 -1.70435 -0.004 -0.005 0.049
C -2.14190 -2.83044 -0.86371 0.003 -0.054 -0.131
P -0.62506 -2.03467 -1.48248 0.252 0.335 0.471
C -0.98818 -1.75952 -3.24978 0.037 0.027 -0.042
C 0.56806 -3.41769 -1.59304 -0.055 -0.011 -0.027
H -1.14954 -4.15880 2.56667 0.037 -0.008 0.024
H 0.32099 -3.26024 3.03225 0.066 0.048 0.088
H 0.19261 -3.99566 1.43052 -0.011 0.010 -0.027
H -2.53821 -2.16593 3.56621 -0.007 0.016 0.008
H -2.99628 -0.78217 2.54613 0.005 -0.007 -0.001
H -1.54891 -0.70410 3.58488 0.081 0.045 0.039
H -3.74350 -3.31829 2.08106 -0.001 0.000 0.015
H -5.33828 -4.43207 0.59257 -0.022 -0.014 0.006
H -4.90520 -4.53618 -1.84316 -0.017 -0.008 -0.012
H -2.87794 -3.52268 -2.76989 0.014 0.005 -0.039
H -1.10818 -2.70454 -3.78064 -0.004 0.017 -0.011
H -0.15863 -1.21872 -3.70832 -0.009 -0.017 -0.010
H -1.88592 -1.15340 -3.37553 0.022 -0.065 0.020
H 0.10733 -4.27347 -2.08824 0.045 -0.013 -0.012
H 0.89956 -3.71292 -0.60041 0.007 0.009 0.026
H 1.44534 -3.10465 -2.16090 0.010 0.029 -0.011
N 1.69408 1.22139 -4.39689 -0.382 0.015 -0.063
C 2.57228 1.76661 -3.32868 -0.006 0.020 -0.058
C 1.89729 1.72844 -1.97181 0.080 0.042 0.059
N 1.57800 0.37342 -1.48816 -0.351 0.210 -0.073
H 1.93973 1.63076 -5.29267 0.032 -0.006 0.029
H -0.02130 1.38908 -4.28516 -0.127 -0.094 0.152
H 1.85875 0.22622 -4.51332 -0.005 0.014 0.015
H 2.79251 2.80495 -3.58003 -0.001 -0.005 0.010
H 3.52420 1.22833 -3.30466 -0.011 0.030 0.037
H 0.97516 2.29876 -2.01687 -0.123 0.067 -0.046
H 2.54074 2.19356 -1.22592 -0.108 -0.091 -0.183
H 2.42467 -0.04396 -1.10968 -0.075 0.102 0.052
H 1.25229 -0.19267 -2.26585 0.004 0.025 0.064
C -1.89310 3.44074 -3.02624 -0.023 0.057 -0.052
S -1.81761 1.68613 -3.03904 -0.005 -0.126 0.557
O -1.05964 1.35371 -4.33284 0.591 0.043 -0.523
O -3.14734 1.16599 -3.17154 -0.005 0.000 -0.014
O -1.04283 1.26183 -1.89866 -0.132 0.334 -0.498
H -2.39569 3.76828 -3.93164 -0.023 0.033 -0.021
H -0.88328 3.83972 -2.97250 0.038 -0.002 -0.005
H -2.45920 3.73276 -2.14565 -0.020 0.019 0.031
O 3.37461 1.23722 0.33574 0.256 0.033 0.110
C 2.96288 0.68477 1.34463 -0.027 -0.216 -0.130
N 3.69531 0.58708 2.49210 0.018 0.035 0.041
C 3.05467 -0.25396 3.46796 -0.031 0.041 0.016
C 1.70196 -0.45339 2.74490 0.033 0.128 0.105
O 0.77515 -1.01108 3.31048 -0.316 -0.139 -0.040
N 1.71921 0.06837 1.49569 0.047 -0.313 0.083
C 3.69318 -1.63213 3.60620 -0.048 -0.003 0.011
C 4.63683 -2.08692 2.69692 0.020 -0.040 -0.027
C 5.15940 -3.37051 2.80921 -0.011 0.018 0.012
C 4.73479 -4.20929 3.82602 -0.018 0.028 0.012
C 3.78189 -3.76074 4.73314 0.024 0.001 -0.025
C 3.26522 -2.48097 4.62472 -0.002 -0.008 -0.012
C 2.91595 0.46182 4.80697 -0.007 0.011 -0.055
C 1.75641 1.13539 5.17058 0.014 -0.032 0.027
C 1.69904 1.85502 6.35600 0.032 -0.022 0.025
C 2.80212 1.90810 7.19471 -0.015 0.003 -0.021
C 3.96176 1.23315 6.84203 -0.015 -0.018 -0.016
C 4.01374 0.51084 5.65968 0.027 0.035 0.011
H 4.66210 0.86219 2.50958 -0.006 0.009 -0.007
H 4.96849 -1.44367 1.89193 0.006 0.000 -0.007
H 5.90238 -3.71009 2.10052 0.023 -0.009 -0.022
H 5.14519 -5.20539 3.91700 0.010 -0.031 -0.001
H 3.44514 -4.40895 5.53087 -0.006 -0.017 0.017
H 2.52368 -2.13321 5.33135 -0.022 0.011 0.016
H 0.87932 1.06794 4.54208 -0.017 -0.049 -0.002
H 0.78464 2.36306 6.63514 -0.022 0.017 0.001
H 2.75599 2.46285 8.12187 -0.001 0.012 0.015
H 4.82498 1.26125 7.49272 0.022 0.001 0.015
H 4.91597 -0.02981 5.40098 0.027 -0.010 -0.006
```
Forces are in eV/Å.

HOMO level (alpha / beta) in eV: -10.35 / -10.30
ΔE to the lowest compared entry with this formula, charge and spin in kJ/mol: 189.1
Spin multiplicity: 2
Charge: +1
E_tot in eV: -118375.6079
Kohn-Sham gap (alpha / beta) in hartree: 0.307 / 0.306
Largest force on an atom in eV/Å: 0.85

Mulliken population analysis, charges in e, atoms 1 to 8:
1 Mn 1.573
2 C -1.351
3 N 0.101
4 C -1.097
5 C 0.213
6 N 0.033
7 N -0.018
8 C -0.256

---

Entry 3:
C32H50P2Sn | wB97M-V/def2-TZVPD

```
85
Properties=species:S:1:pos:R:3:forces:R:3
Sn 2.44115 -1.06239 0.64838 -0.834 0.744 -0.487
C 0.33280 2.17908 0.33049 1.878 -0.013 0.219
C -0.54804 1.75532 1.37368 1.208 -0.995 1.498
C 1.54281 0.84018 1.78820 -0.830 -1.557 -0.739
C 1.61598 1.68705 0.58403 -1.807 0.592 -0.021
C 0.11011 0.84230 2.18036 0.143 0.841 -0.348
C -0.08154 3.07673 -0.76417 -0.253 0.475 -0.417
H -1.08972 2.81714 -1.10853 0.141 0.068 -0.102
H 0.59634 3.01517 -1.62131 -0.209 0.064 0.138
H -0.11353 4.12458 -0.43343 0.074 -0.070 -0.126
C 2.84237 1.99950 -0.19423 0.410 0.250 -0.107
H 2.62406 2.76099 -0.95912 0.216 -0.423 0.236
H 3.26237 1.13208 -0.74068 -0.106 0.370 0.045
H 3.65147 2.40238 0.43657 -0.234 -0.102 -0.068
C 2.61073 0.89136 2.84995 0.259 0.735 0.707
H 2.85000 1.94655 3.09141 0.015 -0.465 -0.100
H 3.56224 0.42447 2.55162 0.115 0.111 0.097
H 2.28189 0.42124 3.78750 0.160 -0.038 -0.337
C -0.51113 0.08132 3.28242 -0.010 -0.323 0.550
H -1.30358 0.66815 3.76808 0.006 -0.183 0.190
H 0.21659 -0.19917 4.05639 -0.263 0.118 -0.088
H -0.99091 -0.84730 2.92909 0.138 0.351 0.055
C -1.86668 2.42577 1.69009 -0.658 -1.917 -3.396
H -2.00893 3.11944 2.68082 -0.276 1.090 0.030
H -1.80844 2.31716 2.89921 0.281 -0.675 0.521
H -1.80417 3.36237 1.09805 -0.061 0.285 0.865
C -0.88973 -1.06879 -2.37158 0.544 0.585 0.196
C -1.60526 0.02787 -2.09764 0.034 -0.666 -0.573
C -3.03636 0.03151 -1.66673 -0.528 0.212 0.288
C -3.48973 -1.15660 -0.79727 -0.027 0.260 -0.450
C -2.58342 -1.31436 0.37252 0.130 -0.431 0.448
C -1.60406 -2.21356 0.44758 -0.069 0.461 0.156
C -1.11263 -3.05665 -0.68255 -0.046 -0.445 -0.417
C -1.25487 -2.50441 -2.13296 0.103 -0.602 -0.311
H -3.70838 0.09819 -2.53977 0.305 0.091 0.142
H -3.53053 -2.06973 -1.39416 -0.194 0.224 0.308
H -3.19619 0.93473 -1.06945 -0.087 -0.059 -0.376
H -2.26595 -2.71628 -2.50943 0.505 -0.031 0.024
H 0.08632 -0.94255 -2.85139 -0.116 0.194 0.318
H -1.18764 1.01182 -2.30722 0.071 -0.275 -0.173
H -0.55417 -3.10623 -2.73767 -0.468 0.096 0.111
H -0.05175 -3.28613 -0.48484 -0.142 0.041 -0.144
H -1.07723 -2.36185 1.39287 0.001 0.211 -0.073
H -1.62002 -4.03511 -0.68157 0.196 0.135 0.088
H -4.50777 -0.94967 -0.44476 0.188 -0.120 -0.096
H -2.77473 -0.61864 1.18825 0.084 -0.518 0.110
P 3.98865 1.55743 -3.51630 0.459 0.321 -1.123
C 5.00923 3.05007 -3.89891 -0.032 0.112 0.429
H 5.29860 3.06896 -4.95777 -0.062 -0.031 0.254
H 5.90995 3.04712 -3.27539 -0.105 0.111 -0.130
H 4.42865 3.95106 -3.66884 0.191 -0.072 -0.066
C 5.14578 0.32891 -4.25016 -0.093 -0.211 0.279
H 5.42496 0.60551 -5.27452 -0.034 -0.087 0.233
H 4.65752 -0.65157 -4.24907 0.210 0.051 -0.103
H 6.04258 0.27636 -3.62226 -0.088 -0.087 -0.188
C 2.87639 1.74560 -4.97719 -0.291 -0.150 0.256
H 3.45926 1.87529 -5.89839 -0.164 -0.037 0.212
H 2.23608 2.62275 -4.82411 0.053 -0.179 -0.129
H 2.24125 0.85719 -5.06203 0.011 0.181 -0.130
P 3.55621 -2.83221 2.43939 0.562 -1.524 1.784
C 3.05813 -3.00755 4.19549 -0.387 0.420 0.117
H 3.52220 -3.92165 4.59628 -0.137 0.316 -0.162
H 1.96779 -3.09295 4.28110 0.238 0.025 0.075
H 3.40547 -2.14596 4.78008 -0.150 -0.204 -0.100
C 3.26780 -4.57302 1.93813 -0.374 0.117 -0.637
H 3.84825 -5.22040 2.61144 -0.206 0.261 -0.215
H 3.59769 -4.73690 0.90500 -0.106 -0.085 0.208
H 2.20301 -4.82439 2.02372 0.241 0.001 -0.087
C 5.36648 -2.93991 2.71004 0.304 0.634 -0.454
H 5.59257 -3.90964 3.17762 -0.178 0.329 -0.156
H 5.69739 -2.13456 3.37858 -0.029 -0.168 -0.230
H 5.90594 -2.86462 1.75853 0.018 -0.033 0.250
C -3.09754 1.73758 1.24017 -1.543 0.775 0.858
C -4.27285 1.48444 1.00924 1.178 0.615 0.486
C -5.63229 1.14672 0.70250 -0.689 -0.181 -0.173
C -6.27938 0.11587 1.41368 0.229 -0.058 -0.049
C -7.57204 -0.28010 1.07452 0.136 0.277 0.030
C -8.25688 0.37564 0.04284 0.314 -0.075 0.058
C -7.63726 1.42043 -0.65279 0.037 0.024 0.193
C -6.34341 1.81613 -0.31911 0.361 -0.113 0.062
H -5.73400 -0.37359 2.22506 -0.262 0.051 -0.281
H -8.04075 -1.09299 1.63086 0.087 0.274 -0.205
H -9.26839 0.06125 -0.22201 0.333 0.137 0.079
H -8.17128 1.93988 -1.45110 0.191 -0.178 0.275
H -5.85189 2.63281 -0.85136 -0.212 -0.249 0.089
```
Forces are in eV/Å.

HOMO level in eV: -12.61
ΔE to the lowest compared entry with this formula, charge and spin in kJ/mol: 0.0
Charge: +2
E_tot in eV: -58381.9966
Kohn-Sham gap in hartree: 0.197
Largest force on an atom in eV/Å: 3.95

Mulliken population analysis, charges in e, atoms 1 to 8:
1 Sn 0.609
2 C 0.255
3 C 0.869
4 C 0.545
5 C 0.800
6 C 0.194
7 C -2.133
8 H 0.396